[1]
{
  "formula": "C40H52N5O3P3STeZn",
  "method": "the ωB97M-V functional and the def2-TZVPD basis",
  "largest_force_ev_per_a": 0.368,
  "e_lumo_ev": -0.934,
  "symbols": ["Zn", "C", "C", "C", "P", "C", "C", "C", "C", "C", "C", "C", "C", "C", "N", "C", "C", "C", "C", "C", "C", "P", "C", "C", "C", "C", "C", "C", "H", "H", "H", "H", "H", "H", "H", "H", "H", "H", "H", "H", "H", "H", "H", "H", "H", "H", "H", "H", "H", "H", "H", "H", "H", "H", "H", "H", "H", "H", "H", "H", "H", "H", "H", "H", "S", "N", "C", "C", "C", "C", "C", "N", "C", "C", "N", "C", "C", "C", "C", "C", "N", "H", "H", "H", "H", "H", "H", "C", "C", "O", "P", "O", "Te", "O", "C", "C", "H", "H", "H", "H", "H", "H", "H", "H", "H", "H"],
  "positions_angstrom": [[-0.11, 0.19, -0.31], [3.00, 1.86, 2.15], [3.00, 0.34, 2.01], [2.43, -0.33, 3.26], [2.16, -0.21, 0.46], [3.36, 0.16, -0.90], [3.00, -0.68, -2.13], [4.85, 0.12, -0.60], [2.04, -1.99, 0.70], [3.12, -2.86, 0.57], [2.99, -4.22, 0.76], [1.73, -4.71, 1.08], [0.65, -3.87, 1.24], [0.76, -2.46, 1.10], [-0.27, -1.55, 1.18], [-1.48, -1.83, 1.76], [-1.71, -2.82, 2.74], [-2.97, -3.10, 3.23], [-4.08, -2.39, 2.79], [-3.88, -1.33, 1.93], [-2.61, -1.02, 1.43], [-2.28, 0.57, 0.63], [-3.82, 1.11, -0.22], [-4.28, 0.13, -1.30], [-3.60, 2.51, -0.80], [-2.13, 1.73, 2.04], [-3.41, 1.93, 2.85], [-0.98, 1.28, 2.93], [3.67, 2.17, 2.95], [2.01, 2.24, 2.38], [3.33, 2.36, 1.23], [4.03, -0.01, 1.88], [1.37, -0.13, 3.37], [2.94, 0.05, 4.14], [2.57, -1.41, 3.23], [3.10, 1.20, -1.13], [3.27, -1.73, -1.99], [3.53, -0.31, -3.01], [1.92, -0.65, -2.34], [5.20, -0.88, -0.33], [5.13, 0.80, 0.20], [5.41, 0.42, -1.49], [4.09, -2.46, 0.30], [3.84, -4.88, 0.65], [1.58, -5.78, 1.20], [-0.32, -4.31, 1.45], [-0.86, -3.35, 3.16], [-3.08, -3.87, 3.98], [-5.07, -2.63, 3.15], [-4.72, -0.72, 1.64], [-4.60, 1.16, 0.55], [-3.65, 0.22, -2.18], [-5.30, 0.36, -1.60], [-4.25, -0.91, -0.96], [-2.78, 2.50, -1.52], [-3.35, 3.24, -0.03], [-4.50, 2.84, -1.32], [-1.84, 2.68, 1.59], [-3.78, 0.98, 3.26], [-4.20, 2.40, 2.28], [-3.19, 2.59, 3.70], [-1.21, 0.34, 3.43], [-0.79, 2.05, 3.68], [-0.07, 1.16, 2.35], [-4.39, -0.76, -6.65], [-3.96, -1.86, -5.54], [-3.06, -1.28, -4.76], [-2.40, -1.89, -3.63], [-2.63, -3.21, -3.24], [-1.95, -3.70, -2.15], [-1.08, -2.85, -1.46], [-0.87, -1.59, -1.81], [-1.51, -1.12, -2.88], [-1.22, 0.27, -3.26], [-0.36, 0.95, -2.48], [-0.04, 2.19, -2.83], [-0.56, 2.83, -3.95], [-1.48, 2.16, -4.73], [-1.81, 0.85, -4.38], [-2.77, 0.06, -5.14], [-3.45, 0.47, -6.19], [-3.32, -3.82, -3.81], [-2.07, -4.72, -1.82], [-0.54, -3.22, -0.61], [0.63, 2.70, -2.17], [-0.27, 3.84, -4.17], [-1.94, 2.61, -5.60], [4.28, 4.58, -0.98], [2.82, 4.25, -1.19], [2.11, 4.49, 0.03], [0.58, 3.99, 0.21], [0.46, 2.51, -0.05], [-0.16, 5.01, 2.19], [-0.13, 4.64, -1.10], [-0.23, 6.07, -1.22], [-0.49, 6.40, -2.67], [4.82, 4.53, -1.92], [4.75, 3.89, -0.28], [4.37, 5.59, -0.57], [2.70, 3.20, -1.49], [2.39, 4.87, -1.98], [0.70, 6.53, -0.86], [-1.04, 6.41, -0.57], [0.33, 6.06, -3.30], [-0.59, 7.48, -2.79], [-1.42, 5.93, -3.01]]
}


[2]
{
  "formula": "C40H53CrI2N2OSi5Te",
  "method": "the ωB97M-V functional and the def2-TZVPD basis",
  "largest_force_ev_per_a": 1.941,
  "charge": -1,
  "multiplicity": 5,
  "e_lumo_ev": [1.951, 1.927],
  "e_above_lowest_kcal_mol": 19.9,
  "symbols": ["Cr", "I", "C", "I", "H", "H", "C", "C", "C", "C", "C", "C", "N", "N", "C", "C", "C", "C", "C", "C", "H", "H", "H", "H", "H", "H", "H", "H", "H", "O", "Si", "C", "C", "C", "C", "C", "C", "C", "C", "C", "C", "C", "C", "C", "C", "C", "C", "C", "C", "H", "H", "H", "H", "H", "H", "H", "H", "H", "H", "H", "H", "H", "H", "H", "C", "Si", "C", "C", "Si", "Te", "Si", "C", "C", "C", "Si", "C", "C", "C", "H", "H", "H", "H", "H", "H", "H", "H", "H", "H", "H", "H", "H", "H", "H", "H", "H", "H", "H", "H", "H", "H", "H", "H", "H", "H", "H"],
  "positions_angstrom": [[0.20, -0.79, -0.11], [2.62, -1.70, -0.97], [2.79, -3.87, -1.03], [2.35, -4.84, 0.78], [3.83, -4.08, -1.28], [2.11, -4.26, -1.77], [2.16, -2.45, 4.87], [0.79, -2.30, 5.04], [0.02, -1.68, 4.06], [0.62, -1.21, 2.89], [2.00, -1.33, 2.74], [2.76, -1.96, 3.72], [-0.12, -0.60, 1.87], [-1.32, -0.15, 2.26], [-2.06, 0.31, 1.19], [-3.31, 0.90, 1.40], [-4.06, 1.34, 0.32], [-3.58, 1.19, -0.98], [-2.33, 0.59, -1.19], [-1.57, 0.16, -0.12], [2.76, -2.95, 5.63], [0.31, -2.67, 5.93], [-1.04, -1.56, 4.19], [2.49, -0.91, 1.87], [3.83, -2.05, 3.58], [-3.67, 1.02, 2.41], [-5.02, 1.80, 0.48], [-4.17, 1.52, -1.82], [-1.97, 0.46, -2.21], [-0.57, -2.28, -0.91], [-1.53, -3.58, -0.82], [-1.58, -4.19, 0.95], [-1.90, -3.24, 1.92], [-1.97, -3.57, 3.27], [-1.71, -4.87, 3.68], [-1.37, -5.83, 2.74], [-1.30, -5.49, 1.39], [-0.93, -4.87, -2.06], [-0.13, -4.40, -3.11], [0.35, -5.26, -4.10], [0.04, -6.61, -4.05], [-0.77, -7.09, -3.03], [-1.25, -6.23, -2.06], [-3.29, -3.19, -1.35], [-3.98, -2.12, -0.77], [-5.28, -1.80, -1.14], [-5.93, -2.56, -2.10], [-5.27, -3.63, -2.69], [-3.97, -3.93, -2.32], [-2.07, -2.21, 1.64], [-2.21, -2.80, 4.00], [-1.76, -5.13, 4.73], [-1.15, -6.84, 3.05], [-0.99, -6.25, 0.68], [0.11, -3.35, -3.15], [0.96, -4.86, -4.90], [0.42, -7.28, -4.81], [-1.03, -8.14, -3.00], [-1.91, -6.63, -1.30], [-3.49, -1.49, -0.03], [-5.78, -0.96, -0.68], [-6.94, -2.32, -2.39], [-5.77, -4.22, -3.45], [-3.47, -4.76, -2.80], [0.53, 3.77, 2.75], [2.08, 4.33, 1.85], [2.33, 6.17, 2.12], [3.54, 3.39, 2.57], [1.87, 3.76, -0.41], [1.54, 1.35, -0.46], [3.80, 4.23, -1.61], [4.18, 6.07, -1.56], [5.25, 3.29, -0.89], [3.59, 3.71, -3.40], [-0.05, 4.71, -1.34], [-0.23, 4.13, -3.12], [0.02, 6.58, -1.31], [-1.54, 4.11, -0.39], [0.71, 3.75, 3.83], [0.25, 2.76, 2.44], [-0.32, 4.42, 2.55], [2.45, 6.36, 3.19], [1.49, 6.75, 1.77], [3.22, 6.54, 1.61], [3.49, 3.40, 3.66], [4.49, 3.82, 2.26], [3.52, 2.35, 2.24], [4.31, 6.43, -0.54], [3.38, 6.66, -2.01], [5.11, 6.27, -2.10], [5.56, 3.70, 0.07], [6.10, 3.31, -1.57], [4.97, 2.24, -0.72], [2.93, 4.38, -3.94], [3.16, 2.70, -3.46], [4.56, 3.70, -3.90], [0.50, 4.59, -3.78], [-1.23, 4.36, -3.49], [-0.09, 3.05, -3.18], [0.87, 6.97, -1.88], [0.10, 6.97, -0.30], [-0.90, 6.99, -1.76], [-1.51, 3.03, -0.24], [-2.45, 4.34, -0.94], [-1.61, 4.57, 0.60]]
}


[3]
{
  "formula": "C40H53N2OSi",
  "method": "the ωB97M-V functional and the def2-TZVPD basis",
  "largest_force_ev_per_a": 2.499,
  "charge": 1,
  "e_lumo_ev": -4.189,
  "symbols": ["C", "C", "C", "N", "C", "C", "C", "C", "C", "C", "C", "C", "H", "H", "H", "H", "H", "H", "H", "H", "H", "H", "H", "H", "H", "H", "H", "H", "H", "H", "H", "C", "Si", "C", "C", "O", "C", "C", "C", "C", "C", "C", "C", "C", "C", "C", "C", "C", "C", "C", "C", "C", "C", "N", "C", "C", "C", "C", "C", "C", "C", "C", "C", "H", "H", "H", "H", "H", "H", "H", "H", "H", "H", "H", "H", "H", "H", "H", "H", "H", "H", "H", "H", "H", "H", "H", "H", "H", "H", "H", "H", "H", "H", "H", "H", "H", "H"],
  "positions_angstrom": [[-2.64, 2.73, 4.04], [-1.69, 3.73, 4.67], [-0.26, 3.64, 4.12], [0.29, 2.28, 4.06], [1.67, 2.08, 3.99], [2.31, 1.13, 3.21], [3.78, 0.94, 3.18], [4.57, 1.56, 4.35], [4.02, 2.95, 4.67], [2.51, 2.94, 4.94], [-0.61, 1.26, 3.53], [-2.03, 1.33, 4.11], [-3.59, 2.74, 4.58], [-2.84, 3.00, 2.99], [-2.05, 4.75, 4.52], [-1.67, 3.57, 5.76], [-0.28, 4.07, 3.10], [0.36, 4.29, 4.73], [1.73, 0.48, 2.55], [4.02, -0.14, 3.13], [4.20, 1.37, 2.26], [4.51, 0.93, 5.25], [5.63, 1.63, 4.10], [4.53, 3.37, 5.55], [4.23, 3.61, 3.82], [2.17, 3.99, 4.95], [2.35, 2.54, 5.95], [-0.69, 1.37, 2.43], [-0.18, 0.28, 3.74], [-2.01, 1.00, 5.16], [-2.66, 0.61, 3.57], [-2.94, -1.76, -6.58], [-3.49, -0.83, -5.06], [-4.51, 0.68, -5.46], [-4.42, -2.00, -3.93], [-2.09, -0.29, -4.31], [-1.33, -0.65, -3.16], [-2.06, -0.19, -1.87], [-3.01, 0.83, -1.99], [-3.67, 1.31, -0.87], [-3.37, 0.78, 0.39], [-2.40, -0.22, 0.53], [-1.73, -0.70, -0.61], [-1.02, -2.14, -3.25], [-1.65, -3.06, -2.41], [-1.40, -4.43, -2.58], [-0.61, -4.86, -3.65], [-0.04, -3.93, -4.54], [-0.27, -2.57, -4.35], [-0.02, 0.19, -3.23], [-0.29, 1.71, -3.31], [-0.03, 2.30, -1.93], [0.78, 1.26, -1.15], [0.77, 0.05, -1.99], [1.46, -1.04, -1.65], [1.97, -1.19, -0.34], [3.26, -1.60, -0.13], [3.83, -2.09, 1.10], [5.23, -2.32, 1.21], [5.79, -2.68, 2.43], [4.96, -2.87, 3.55], [3.57, -2.72, 3.44], [3.00, -2.36, 2.21], [-3.82, -2.19, -7.08], [-2.43, -1.09, -7.28], [-2.26, -2.57, -6.32], [-5.39, 0.39, -6.05], [-4.87, 1.19, -4.55], [-3.93, 1.41, -6.05], [-5.43, -2.13, -4.34], [-3.92, -2.97, -3.90], [-4.50, -1.61, -2.91], [-3.24, 1.23, -2.98], [-4.41, 2.10, -1.01], [-3.90, 1.15, 1.27], [-2.17, -0.65, 1.51], [-0.98, -1.49, -0.52], [-2.37, -2.73, -1.66], [-1.84, -5.13, -1.88], [-0.44, -5.92, -3.80], [0.57, -4.26, -5.38], [0.08, -1.83, -5.07], [0.60, -0.16, -4.07], [0.44, 2.10, -4.03], [-1.29, 1.92, -3.71], [0.53, 3.24, -1.99], [-0.97, 2.50, -1.41], [1.82, 1.59, -0.96], [0.33, 1.06, -0.16], [1.67, -1.79, -2.42], [1.32, -0.95, 0.51], [3.93, -1.60, -1.01], [5.84, -2.20, 0.32], [6.86, -2.86, 2.51], [5.40, -3.18, 4.51], [2.92, -2.93, 4.28], [1.92, -2.30, 2.09]]
}


What is the formula in the third record? C40H53N2OSi